ORCA calculation (ωB97M-V/def2-TZVPD) on a gas-phase ion, C3H8NOS (charge -1) in a non-equilibrium geometry.

Atoms and positions in Å:
C  0.463278  0.463857  -0.845205
C  -0.492768  1.208822  0.101014
S  -2.069852  1.691328  -0.717876
N  1.215046  -0.609900  -0.249242
C  0.473338  -1.647480  0.569904
O  -0.625453  -1.248546  1.178946
H  -0.051771  0.083146  -1.697139
H  1.190601  1.170960  -1.230128
H  -0.082199  2.110794  0.559042
H  -0.789828  0.499905  0.874270
H  -2.884084  1.018300  0.094615
H  1.998741  -0.297696  0.298035
H  0.348008  -2.474769  -0.171569
H  1.306937  -1.968716  1.235339

Force components x, y, z for each atom (eV/Å):
C 0.66 0.32 0.85
C -0.72 0.34 -0.12
S 0.20 0.28 -0.06
N 0.42 -0.21 0.13
C 0.25 0.12 -0.56
O -0.30 -0.47 0.35
H -0.79 -0.31 -0.63
H 0.22 0.28 -0.31
H 0.24 -0.02 -0.20
H 0.16 -0.13 0.03
H -0.07 -0.15 0.04
H -0.03 0.52 0.10
H -0.33 -0.19 0.13
H 0.07 -0.37 0.25

Summary:
**Charge**: -1
**Energy relative to the best compared isomer or geometry (same formula, charge and spin)**: 204.0 kJ/mol
**E_HOMO**: -0.104 Ha
**E_tot**: -647.26186 a.u.
**Spin multiplicity**: 1